{
  "formula": "C59H52AsN9OPdSi",
  "method": "ωB97M-V/def2-TZVPD",
  "species": ["Pd", "C", "C", "C", "C", "C", "N", "C", "N", "C", "C", "C", "C", "C", "C", "C", "C", "N", "C", "N", "C", "N", "C", "N", "C", "N", "C", "C", "C", "C", "C", "C", "C", "C", "C", "C", "C", "C", "N", "C", "C", "H", "H", "H", "H", "H", "H", "H", "H", "H", "H", "H", "H", "H", "H", "H", "H", "C", "C", "C", "C", "C", "C", "As", "N", "C", "C", "C", "C", "C", "C", "C", "C", "C", "C", "C", "C", "C", "C", "C", "C", "C", "C", "H", "H", "H", "H", "H", "H", "H", "H", "H", "H", "H", "H", "H", "H", "H", "H", "H", "H", "H", "H", "H", "H", "H", "H", "H", "H", "H", "C", "Si", "C", "C", "O", "H", "H", "H", "H", "H", "H", "H", "H", "H"],
  "xyz": [[-1.74598, -0.31521, 0.14945], [-0.39142, 6.07246, -0.53158], [-0.93935, 5.89894, -1.80024], [-1.46405, 4.67316, -2.18902], [-1.41818, 3.63200, -1.28331], [-1.81122, 2.22494, -1.38513], [-1.54433, 1.61975, -0.20695], [-1.02242, 2.53050, 0.68547], [-0.80989, 2.36170, 1.95858], [-1.00756, 1.20973, 2.60250], [-0.95114, 1.05374, 4.03612], [-0.69809, 1.94485, 5.06853], [-0.70867, 1.45675, 6.36480], [-0.97290, 0.10940, 6.62845], [-1.22736, -0.78514, 5.60148], [-1.21317, -0.30457, 4.30132], [-1.39564, -0.94776, 3.01635], [-1.54851, -2.26621, 2.85861], [-1.79245, -2.84264, 1.70972], [-2.07298, -2.24443, 0.52318], [-2.32707, -3.20124, -0.42938], [-2.56642, -3.01833, -1.70062], [-2.55142, -1.83081, -2.30257], [-2.27250, -0.61101, -1.73670], [-2.44937, 0.37108, -2.64809], [-2.27359, 1.68444, -2.48741], [-2.76386, -0.24135, -3.92515], [-2.87280, 0.28464, -5.20284], [-3.00031, -0.60175, -6.26013], [-3.05280, -1.98220, -6.04777], [-2.97050, -2.51274, -4.77065], [-2.80860, -1.63118, -3.71120], [-2.20692, -4.51599, 0.19130], [-2.35215, -5.79783, -0.30684], [-2.09704, -6.85726, 0.55374], [-1.74802, -6.63628, 1.88446], [-1.64518, -5.34911, 2.39539], [-1.86269, -4.29394, 1.53097], [-1.26219, -0.01579, 2.04565], [-0.88056, 3.81120, -0.00205], [-0.36136, 5.03160, 0.38816], [0.01880, 7.03857, -0.26831], [-0.93939, 6.72861, -2.49468], [-1.89071, 4.52707, -3.17253], [-0.50241, 2.98724, 4.85515], [-0.51613, 2.13254, 7.18767], [-0.98634, -0.23535, 7.65412], [-1.44497, -1.82469, 5.80720], [-2.83742, 1.35354, -5.36734], [-3.04841, -0.21902, -7.27134], [-3.14913, -2.64503, -6.89763], [-3.00642, -3.57990, -4.59826], [-2.65901, -5.95268, -1.33255], [-2.16897, -7.87361, 0.18876], [-1.55210, -7.48584, 2.52522], [-1.40067, -5.16466, 3.43275], [0.06205, 5.15608, 1.37606], [4.89455, -1.28624, -5.24111], [4.25146, -0.68640, -4.02215], [2.95990, -0.18234, -4.08004], [2.34368, 0.37812, -2.97074], [0.95954, 0.92913, -3.15666], [3.00468, 0.41380, -1.72580], [1.74572, 1.03248, -0.25847], [0.83869, -0.58889, -0.19543], [1.43759, -1.79207, -0.24494], [0.75071, -2.91376, -0.77523], [1.25431, -4.18621, -0.64662], [2.47957, -4.40271, -0.01885], [3.23224, -3.30819, 0.40538], [2.73997, -2.03194, 0.27502], [2.89506, 1.32797, 1.35752], [2.85844, 0.66616, 2.58977], [1.91391, -0.44641, 2.95371], [3.76486, 1.03771, 3.58579], [4.67747, 2.06060, 3.41489], [5.66586, 2.40387, 4.49479], [4.64464, 2.76481, 2.21571], [3.75954, 2.43263, 1.20519], [3.75500, 3.24081, -0.06608], [4.32570, -0.05274, -1.67163], [5.21561, 0.00365, -0.45442], [4.91877, -0.58675, -2.81543], [4.17812, -1.36086, -6.05758], [5.28526, -2.28230, -5.03025], [5.72920, -0.66881, -5.57774], [2.41250, -0.22445, -5.01514], [0.64946, 0.86226, -4.19898], [0.90193, 1.97511, -2.85018], [0.25008, 0.35939, -2.55840], [-0.17678, -2.74771, -1.30009], [0.68758, -5.02524, -1.03009], [2.84725, -5.40990, 0.12323], [4.20806, -3.45924, 0.85069], [3.31141, -1.19007, 0.63070], [1.13673, -0.57987, 2.21282], [1.44435, -0.22380, 3.91195], [2.44794, -1.39162, 3.06434], [3.73651, 0.49318, 4.52382], [5.45120, 1.84471, 5.40404], [5.63511, 3.46882, 4.72798], [6.68083, 2.16236, 4.17379], [5.32731, 3.59345, 2.06022], [4.46398, 4.06426, -0.00595], [2.75567, 3.64537, -0.25163], [4.02128, 2.61974, -0.92510], [4.74723, 0.48100, 0.39698], [6.12211, 0.56396, -0.69140], [5.52462, -1.00301, -0.16537], [5.94314, -0.93837, -2.73954], [-6.52439, 0.54755, -0.74392], [-5.13816, 1.22265, 0.40699], [-6.18349, 1.44373, 2.00286], [-4.70880, 2.95967, -0.23869], [-3.95209, 0.20518, 0.61911], [-7.36662, 1.24142, -0.74253], [-6.86499, -0.41628, -0.36344], [-6.17333, 0.41675, -1.77051], [-7.03741, 2.08980, 1.79252], [-5.59744, 1.88028, 2.81430], [-6.55476, 0.47009, 2.32428], [-5.57759, 3.61788, -0.28934], [-4.28066, 2.90775, -1.24355], [-3.96797, 3.44712, 0.40370]],
  "forces_ev_per_a": [[-1.5, 0.5, 0.0], [0.0, 0.1, -0.1], [0.1, 0.0, 0.1], [-0.1, -0.3, -0.1], [0.3, 0.6, 0.4], [-0.1, -0.8, -0.5], [0.3, 0.1, -0.1], [-0.3, -0.4, 0.8], [0.2, 0.7, -0.6], [-0.1, -0.6, 0.2], [-0.1, -0.3, -0.1], [0.0, 0.1, 0.0], [0.0, 0.1, -0.1], [0.0, -0.1, 0.0], [-0.1, -0.1, 0.1], [0.0, 0.3, -0.1], [0.1, 0.5, -0.1], [0.0, -0.9, -0.2], [-0.2, 0.9, 0.6], [0.3, -0.2, 0.0], [-0.2, 0.6, -0.8], [0.2, -0.8, 0.6], [0.0, 0.5, -0.2], [-0.2, 0.0, -0.3], [0.1, -0.5, 0.1], [0.3, 0.8, 0.1], [0.0, -0.3, 0.0], [0.0, 0.1, -0.1], [0.0, 0.1, 0.0], [0.0, -0.1, 0.1], [-0.1, -0.1, -0.1], [0.1, 0.4, 0.2], [0.0, -0.4, 0.7], [0.0, 0.3, -0.1], [0.0, -0.1, 0.1], [0.0, -0.1, -0.1], [0.0, 0.3, 0.1], [-0.1, -0.6, -0.5], [-0.2, 0.1, 0.3], [-0.1, 0.4, -0.7], [0.0, -0.2, 0.2], [0.0, 0.0, 0.1], [0.0, 0.0, 0.0], [0.0, 0.0, 0.0], [0.0, 0.0, 0.0], [0.0, 0.0, 0.0], [0.0, 0.0, 0.0], [0.0, 0.0, 0.0], [0.0, 0.0, 0.0], [-0.1, 0.0, 0.0], [0.0, 0.0, 0.0], [0.0, 0.0, 0.0], [0.1, 0.0, 0.0], [0.0, 0.0, 0.0], [0.0, 0.0, 0.0], [0.0, 0.0, 0.0], [0.0, 0.0, 0.0], [0.1, 0.0, 0.1], [-0.1, 0.0, 0.0], [0.1, 0.0, 0.1], [0.0, 0.0, 0.0], [-0.1, 0.0, 0.0], [-0.2, 0.0, 0.1], [0.9, 0.6, -0.2], [-0.3, -0.9, 0.1], [0.2, 0.2, 0.1], [-0.2, 0.0, 0.0], [0.0, -0.1, -0.1], [0.0, 0.1, 0.0], [0.1, 0.0, 0.0], [0.0, 0.0, 0.1], [-0.2, -0.1, 0.1], [0.1, 0.0, -0.1], [0.1, 0.0, -0.1], [0.0, 0.1, -0.1], [0.0, -0.1, 0.1], [0.0, 0.0, -0.1], [-0.1, 0.0, 0.0], [-0.1, 0.1, -0.1], [0.0, -0.1, 0.1], [0.1, 0.1, 0.1], [0.0, 0.0, 0.0], [0.0, 0.0, 0.0], [0.0, 0.0, 0.0], [0.0, 0.0, 0.0], [0.0, 0.0, 0.0], [0.0, 0.0, 0.0], [0.0, 0.0, 0.0], [-0.1, 0.0, 0.0], [-0.2, 0.0, 0.0], [0.0, 0.0, 0.0], [0.0, 0.0, 0.0], [0.0, 0.0, 0.0], [0.0, 0.0, 0.0], [0.0, 0.0, 0.1], [-0.1, -0.1, 0.0], [0.0, 0.0, 0.0], [0.0, 0.0, 0.0], [0.0, 0.0, 0.0], [0.0, 0.0, 0.0], [0.0, 0.0, 0.0], [0.0, 0.0, 0.0], [0.0, 0.0, 0.0], [0.0, 0.0, 0.0], [0.1, 0.1, -0.1], [0.0, 0.1, 0.0], [0.1, -0.1, 0.0], [0.0, 0.0, 0.0], [0.0, 0.0, 0.0], [0.0, 0.0, 0.0], [0.8, 0.2, 0.1], [-2.3, 0.8, -0.1], [0.7, 0.0, -0.3], [0.3, -0.2, 0.1], [1.8, -1.1, 0.2], [0.0, 0.0, -0.1], [0.0, 0.0, 0.0], [-0.1, -0.1, -0.1], [0.0, 0.0, 0.0], [-0.1, 0.0, 0.1], [0.0, 0.0, 0.0], [-0.1, -0.1, 0.1], [-0.1, 0.0, 0.0], [0.0, 0.0, 0.0]],
  "homo_energy_ev": [-5.82, -8.01],
  "energy_ev": -149683.74259,
  "multiplicity": 5,
  "s2": 6.0990,
  "gap_ev": [4.5, 5.5],
  "e_above_lowest_kj_mol": 0.0
}